Computed, not measured: a molecular structure, C30H50CoP4Se at a distorted geometry, with wB97M-V/def2-TZVPD.

ORCA input file:
```
! RIJCOSX wB97M-V def2-TZVPD def2/J DEFGRID3
* xyz 3 5
Co -0.91873 1.09414 -0.47437
P -0.04448 1.44951 -2.33189
P -0.58328 2.77907 0.84824
P -2.99452 1.10376 -0.77798
H -2.03330 -7.54942 -0.12226
C -2.69957 -7.37513 -0.98149
C -2.22157 -7.09097 -2.20346
H -1.15496 -7.20378 -2.44997
C 1.70728 1.23833 -2.78935
C -0.23332 3.23664 -2.70012
C -0.88952 0.62538 -3.73149
C -0.99321 2.54897 2.62150
C 1.12362 3.40779 0.98465
C -1.50490 4.30322 0.44790
C -3.70997 -0.40077 -1.53532
C -3.67912 2.44318 -1.82121
C -3.98744 1.27390 0.75283
H -3.77178 -7.51259 -0.77893
H -2.89461 -6.82707 -3.03054
H 1.99062 0.18423 -2.72954
H 2.35499 1.80150 -2.11038
H 1.86659 1.59853 -3.81288
H 0.36563 3.83006 -1.99744
H -1.28193 3.54787 -2.63885
H 0.14022 3.39737 -3.71725
H -0.74238 -0.45819 -3.64811
H -0.43907 0.98174 -4.66545
H -1.96479 0.83800 -3.73966
H -1.04036 3.53443 3.10260
H -0.22224 1.95166 3.12135
H -1.95550 2.04398 2.75430
H 1.10645 4.45243 1.31916
H 1.64854 3.35497 0.02651
H 1.67691 2.81029 1.71501
H -1.22680 5.06835 1.18258
H -2.58594 4.14222 0.49419
H -1.24844 4.65952 -0.55423
H -4.74926 -0.20109 -1.83086
H -3.69046 -1.23153 -0.81810
H -3.13887 -0.69229 -2.42539
H -4.77210 2.33683 -1.83950
H -3.30149 2.37531 -2.84836
H -3.42756 3.42763 -1.40959
H -5.05199 1.30837 0.48284
H -3.72887 2.19425 1.29390
H -3.81266 0.41097 1.40884
C -1.78502 -2.27744 0.77780
C -1.46776 -3.06044 -0.33409
C -2.01810 -4.34039 -0.42680
C -2.86062 -4.81865 0.57932
C -3.19055 -4.02124 1.68287
C -2.64448 -2.74241 1.78379
Se -0.86628 -0.58270 1.16684
H -0.48990 -0.56062 -0.37962
H -0.77874 -2.70397 -1.09731
H -1.77148 -4.98092 -1.27031
H -3.24729 -5.83163 0.50488
H -3.84857 -4.40154 2.46459
H -2.83068 -2.09452 2.64015
C 2.07626 -1.82784 0.36630
P 1.97403 -0.02649 0.65910
C 2.51147 -0.01150 2.44235
C 1.54767 -0.04014 3.46408
C 1.92951 0.00067 4.80655
C 3.29182 0.00644 5.13766
C 4.25798 -0.03033 4.12648
C 3.86825 -0.05642 2.78664
C 3.54314 0.51593 -0.15217
C 4.17278 -0.24943 -1.15079
C 5.29866 0.24261 -1.81551
C 5.80682 1.50494 -1.49688
C 5.19250 2.27389 -0.50040
C 4.08210 1.77341 0.18337
H 1.33891 -2.35054 0.98591
H 3.08503 -2.15623 0.63933
H 1.87557 -2.06810 -0.68342
H 0.48940 -0.12370 3.19010
H 1.16929 0.02862 5.59245
H 3.60127 0.04191 6.18308
H 5.32114 -0.04120 4.36699
H 4.63059 -0.11082 2.01163
H 3.78276 -1.23032 -1.41770
H 5.77097 -0.36909 -2.58791
H 6.68022 1.89159 -2.02482
H 5.57718 3.26393 -0.24204
H 3.63828 2.35309 0.99512
*
```

- electronic energy (Eh) = -6321.6876
- molecular weight (g/mol) = 672.52

=====

Computed, not measured: 6 unconnected molecules or ions with the total composition C30H50NO15S5, with wB97M-V/def2-TZVPD.

ORCA input file:
```
! RIJCOSX wB97M-V def2-TZVPD def2/J DEFGRID3
* xyz 1 1
C 2.98933 -3.29158 -0.71459
C 3.29729 -3.07039 -2.15675
O 3.40428 -3.93048 -2.96296
O 3.48734 -1.71899 -2.53963
C 2.35018 -1.09100 -2.99141
O 2.00430 -1.11795 -4.12577
C 1.60733 -0.32251 -1.91799
C 0.23591 -0.82181 -1.61318
C -0.32112 -1.99393 -2.05791
C -1.60108 -2.34670 -1.63796
C -2.14443 -3.67853 -2.10657
O -1.50572 -4.36540 -2.84077
O -3.37552 -4.02144 -1.68970
C -2.31989 -1.50150 -0.80479
C -1.73760 -0.33078 -0.39278
N -0.49714 -0.03049 -0.79527
H 2.34281 -4.15911 -0.62084
H 2.52404 -2.42541 -0.25201
H 3.89822 -3.51528 -0.15822
H 2.18864 -0.36481 -0.99594
H 1.56083 0.73309 -2.19246
H 0.22998 -2.65387 -2.71267
H -3.52501 -3.80611 -0.76055
H -3.31254 -1.73075 -0.45395
H -2.24141 0.35508 0.27182
H -0.09122 0.85015 -0.48138
C 3.26344 4.58206 -2.58349
C 2.31771 4.39872 -3.77980
C 0.98372 3.87710 -3.23124
S 0.86558 4.50723 -1.54388
O 0.89543 3.36007 -0.64473
O -0.19463 5.47336 -1.47236
C 2.45593 5.31064 -1.51328
H 4.15460 5.14473 -2.85152
H 3.58705 3.60798 -2.20726
H 2.16102 5.36056 -4.26982
H 2.72781 3.71704 -4.52347
H 0.12483 4.23592 -3.79196
H 0.96238 2.78936 -3.18318
H 2.88341 5.24513 -0.51309
H 2.29583 6.35506 -1.77790
C -3.10772 1.73424 4.56931
C -2.48522 0.42037 5.06342
C -3.36128 -0.72514 4.53925
S -4.11254 -0.11760 3.02208
O -5.53465 -0.03844 3.20325
O -3.55722 -0.82251 1.87761
C -3.41288 1.52714 3.08925
H -2.44062 2.58087 4.71889
H -4.03264 1.93514 5.11273
H -1.47232 0.32395 4.66686
H -2.41481 0.38793 6.14871
H -2.79136 -1.62262 4.31286
H -4.17218 -0.96532 5.22343
H -4.12856 2.22967 2.67248
H -2.50133 1.52848 2.49158
C -6.45585 0.99405 -2.24194
C -6.61001 2.43231 -2.75428
C -5.78713 3.33856 -1.82944
S -4.44950 2.32340 -1.19218
O -4.61112 2.16426 0.23406
O -3.18283 2.75189 -1.73021
C -4.96374 0.80200 -1.98971
H -6.83503 0.26504 -2.95568
H -7.00793 0.86988 -1.30831
H -6.22872 2.50121 -3.77437
H -7.65244 2.74266 -2.77327
H -5.35179 4.18847 -2.34837
H -6.36587 3.68369 -0.97512
H -4.73763 -0.03604 -1.33500
H -4.40629 0.71879 -2.92323
C 5.72994 2.90384 2.69129
C 5.99582 4.12624 3.58082
C 5.98435 5.36349 2.67396
S 4.89957 4.96456 1.29765
O 5.66338 4.92420 0.07587
O 3.70040 5.76007 1.39220
C 4.54677 3.28313 1.80531
H 5.51579 2.01341 3.28002
H 6.60552 2.69588 2.07315
H 5.20745 4.21070 4.33065
H 6.94276 4.04170 4.11007
H 5.59465 6.24708 3.17176
H 6.96807 5.57454 2.25939
H 4.43889 2.66188 0.91883
H 3.61349 3.30280 2.36756
C 1.06134 -8.93481 0.00392
C -0.02850 -7.87073 -0.18639
C -0.14543 -7.09811 1.13496
S 1.47815 -7.18574 1.91310
O 1.36602 -7.93482 3.13464
O 2.09314 -5.87870 1.91046
C 2.23598 -8.21917 0.66301
H 1.35378 -9.38764 -0.94135
H 0.69603 -9.72822 0.65848
H 0.26239 -7.19133 -0.99065
H -0.98265 -8.31466 -0.46443
H -0.40111 -6.05106 0.99100
H -0.85505 -7.56094 1.81765
H 2.94863 -8.88540 1.14274
H 2.74975 -7.56290 -0.03917
*
```

- electronic energy (Eh) = -4347.1791
- molecular weight (g/mol) = 825.06

=====

Computed, not measured: 2 unconnected molecules or ions with the total composition C30H51ClF16NO11P2S at a distorted geometry, with wB97M-V/def2-TZVPD.

ORCA input file:
```
! RIJCOSX wB97M-V def2-TZVPD def2/J DEFGRID3
* xyz -1 1
C -4.80691 -4.50824 -2.88621
C -3.52943 -5.23041 -3.32701
O -2.49169 -5.01768 -2.35978
C -1.23006 -5.05279 -2.84183
O -0.93768 -5.66542 -3.84444
C -0.22146 -4.30904 -2.01584
C 0.20884 -2.95036 -2.63232
C 0.50451 -1.90259 -1.54249
P -0.41239 -0.23652 -1.69946
C 1.07579 0.62991 -2.60253
C 1.56856 -0.11206 -3.84235
C 2.62605 0.71556 -4.59133
Cl 2.37715 0.72038 -6.37984
C -1.92965 -1.10571 -0.85049
O -3.26614 -0.67142 -1.22911
C -3.68534 -0.95603 -2.44881
F -3.15327 -2.07622 -2.98232
F -5.03129 -1.15054 -2.41276
F -3.49806 0.03792 -3.34135
O 0.39344 0.15520 -0.16983
C 0.17497 1.45150 0.24017
C 0.35961 1.62020 1.74123
C 0.55140 3.06966 2.21559
C 1.92060 3.40414 2.76809
F 1.78969 4.57159 3.46568
F 2.33533 2.47373 3.65655
C 3.02536 3.59931 1.70508
F 2.57702 4.47331 0.78167
F 3.18461 2.42112 1.08365
C 4.43340 4.03534 2.26368
F 5.23855 2.95432 2.16489
F 4.40702 4.33514 3.56718
C 5.17989 5.13671 1.43729
F 6.48010 5.03313 1.77035
F 5.10981 4.87643 0.13356
S 4.71476 6.94554 1.79229
F 3.32112 6.52189 2.40113
F 5.41643 6.86391 3.20542
F 6.09322 7.42016 1.15511
F 4.05485 7.09666 0.35881
F 4.35213 8.45017 2.08416
C -1.05079 2.12640 -0.50016
C -2.21200 2.14939 0.49150
N -3.53961 2.30519 -0.14592
C -0.61854 3.48654 -1.10041
C -1.65686 4.62850 -1.12605
C -2.28510 4.87357 -2.52849
C -2.02527 6.28675 -2.96171
O -1.28396 6.62658 -3.84607
O -2.69710 7.20730 -2.20597
O -1.31760 1.25685 -1.57393
H -5.65454 -5.18138 -3.01848
H -4.99361 -3.65259 -3.53163
H -4.74211 -4.15989 -1.85852
H -3.23108 -4.89066 -4.31489
H -3.73051 -6.30233 -3.35950
H 0.66234 -4.94015 -1.93389
H -0.62510 -4.17831 -1.01035
H 1.15128 -3.15316 -3.14342
H -0.48121 -2.59285 -3.39863
H 0.35943 -2.31698 -0.54284
H 1.56611 -1.64430 -1.58770
H -0.90093 -0.48710 -3.02641
H 0.81748 1.64634 -2.91742
H 1.91314 0.73059 -1.90058
H 0.74210 -0.32187 -4.52400
H 2.05701 -1.05123 -3.58058
H 3.63749 0.36579 -4.40314
H 2.55631 1.75960 -4.29625
H -1.85617 -2.19502 -0.88970
H -1.85999 -0.83836 0.20418
H 1.01688 2.04979 -0.17204
H 1.28507 1.07851 1.94545
H -0.40968 1.09388 2.30868
H 0.25933 3.81742 1.48203
H -0.09748 3.22568 3.08087
H -2.25872 1.21035 1.04735
H -2.05911 2.94490 1.23315
H -4.05799 3.02627 0.33768
H -3.43555 2.56891 -1.11688
H 0.30245 3.86391 -0.65476
H -0.35909 3.26201 -2.13349
H -1.11786 5.54671 -0.87440
H -2.43770 4.53316 -0.37781
H -3.36168 4.69742 -2.49751
H -1.83259 4.23360 -3.28125
H -2.15359 8.00506 -2.19984
O 0.26662 -3.26448 4.33941
P 0.24382 -3.99579 3.06637
O 1.00080 -5.40741 3.19558
C 0.84672 -6.20512 4.36659
C -0.35649 -7.12369 4.26965
O 1.20155 -3.26071 2.03047
C 1.81064 -1.99507 2.30085
C 3.23782 -2.16553 2.77647
O -0.86263 -4.29976 1.96449
C -2.24064 -4.59205 2.26473
C -2.79782 -3.77611 3.41273
H 0.77761 -5.57209 5.25406
H 1.75899 -6.79580 4.45576
H -1.28762 -6.55338 4.31468
H -0.36263 -7.83789 5.09431
H -0.34452 -7.67232 3.32742
H 1.21726 -1.42561 3.01628
H 1.79434 -1.44296 1.35953
H 3.28284 -2.81898 3.64955
H 3.67247 -1.19865 3.03516
H 3.84167 -2.62476 1.99230
H -2.34812 -5.66344 2.45386
H -2.79546 -4.37253 1.35339
H -2.31050 -4.02915 4.35707
H -3.86566 -3.96443 3.52549
H -2.64521 -2.71099 3.23602
*
```

- electronic energy (Eh) = -5195.1765
- molecular weight (g/mol) = 1035.17

=====

Computed, not measured: a molecular structure, C30H51N2O2P2Pb at a distorted geometry, with wB97M-V/def2-TZVPD.

ORCA input file:
```
! RIJCOSX wB97M-V def2-TZVPD def2/J DEFGRID3
* xyz 1 1
C -2.35078 -0.99448 -0.41251
C -0.85162 0.20302 -1.73596
C -3.32493 -0.94398 -1.40999
C -1.83773 0.42022 -2.71183
C -3.07704 -0.20017 -2.55902
H -4.26840 -1.45576 -1.23353
H -1.59858 1.03765 -3.57877
H -3.83871 -0.08843 -3.32976
N -1.12251 -0.50530 -0.61386
P -1.62676 -0.96784 2.32268
P 1.93402 -0.38190 -1.44153
C -2.67042 -1.61404 0.94804
H -3.73369 -1.44893 1.19397
H -2.52724 -2.70610 0.88560
C 0.53264 0.73211 -1.88759
H 0.70365 1.22368 -2.85076
C 3.53908 0.66265 -1.48759
C 1.90788 -1.68528 -2.80769
C -2.39951 0.70597 2.80405
C -1.70598 -2.30951 3.64465
C 3.87586 1.11167 -0.04844
H 4.07330 0.24840 0.60489
H 4.79007 1.72604 -0.08389
H 3.08032 1.71837 0.40422
C 4.72879 -0.16585 -1.99364
H 4.88244 -1.06657 -1.38569
H 4.63541 -0.44244 -3.04974
H 5.63607 0.45168 -1.90236
C 3.35981 1.89987 -2.36985
H 4.32407 2.43203 -2.41031
H 3.08177 1.64840 -3.40248
H 2.61765 2.58969 -1.94758
C 2.92091 -2.78896 -2.43712
H 2.87043 -3.04403 -1.37016
H 2.67485 -3.69577 -3.00763
H 3.95130 -2.51074 -2.68506
C 0.51639 -2.33376 -2.87474
H 0.21666 -2.76781 -1.91410
H -0.25112 -1.62841 -3.21208
H 0.55935 -3.15665 -3.60461
C 2.22275 -1.03366 -4.16276
H 1.78683 -0.03216 -4.27924
H 3.30025 -0.97187 -4.36488
H 1.78487 -1.65860 -4.95626
C -0.90894 -1.82781 4.86999
H -0.91837 -2.62729 5.62526
H 0.14163 -1.62339 4.61311
H -1.33678 -0.92578 5.32898
C -1.04040 -3.58498 3.09514
H -1.58714 -4.00562 2.24266
H 0.00259 -3.42768 2.79718
H -1.04598 -4.33995 3.89614
C -3.15629 -2.64467 4.01470
H -3.78156 -2.81683 3.12818
H -3.15063 -3.57528 4.60159
H -3.62491 -1.87516 4.63630
C -2.86313 1.43750 1.53611
H -3.71591 0.94349 1.05216
H -3.18142 2.45521 1.81362
H -2.04022 1.53256 0.81335
C -1.31684 1.57075 3.48299
H -0.48589 1.79840 2.79226
H -1.78070 2.52566 3.77624
H -0.91409 1.09942 4.38710
C -3.59286 0.51503 3.74741
H -4.34978 -0.16507 3.33104
H -3.28657 0.16402 4.74185
H -4.07588 1.49428 3.88833
Pb 0.88274 -0.47825 1.14669
C 1.30745 -3.56116 0.62090
O 0.39548 -4.01901 -0.03276
N 0.71221 1.76039 0.54949
C 0.51307 2.12108 -0.60050
C 0.11851 3.51819 -1.14528
C 0.17074 3.64971 -2.65594
C -1.31754 3.76751 -0.70638
C 1.07478 4.49515 -0.46153
H 1.16596 3.45341 -3.06492
H -0.56057 2.99352 -3.14149
H -0.09358 4.68361 -2.91944
H -1.39393 3.70975 0.38589
H -1.63975 4.76567 -1.02425
H -2.00041 3.02831 -1.14701
H 1.19393 5.40911 -1.05148
H 0.67702 4.74961 0.52601
H 2.06956 4.05375 -0.30791
O 3.17335 -3.13751 2.14085
C 2.23862 -3.27211 1.39225
*
```

- electronic energy (Eh) = -2308.9499
- molecular weight (g/mol) = 740.90